Entry 1:
{
  "formula": "C17H51BIO8PS8",
  "method": "the ωB97M-V functional and the def2-TZVPD basis",
  "species": ["O", "P", "B", "S", "C", "C", "C", "I", "H", "H", "H", "H", "H", "H", "H", "H", "H", "C", "S", "O", "C", "H", "H", "H", "H", "H", "H", "C", "S", "O", "C", "H", "H", "H", "H", "H", "H", "C", "S", "O", "C", "H", "H", "H", "H", "H", "H", "C", "S", "O", "C", "H", "H", "H", "H", "H", "H", "C", "S", "O", "C", "H", "H", "H", "H", "H", "H", "C", "S", "O", "C", "H", "H", "H", "H", "H", "H", "C", "S", "O", "C", "H", "H", "H", "H", "H", "H"],
  "positions_angstrom": [[5.6951, 2.4154, 4.9921], [6.0119, 1.9406, 3.6121], [4.4224, 1.5892, 2.5694], [4.1780, 0.0791, 1.5759], [3.2792, 2.6267, 2.6655], [2.2175, 1.9683, 3.6007], [0.9721, 1.5962, 2.8097], [-0.2509, 3.3054, 2.4061], [6.6784, 2.9109, 2.8245], [6.8809, 0.8296, 3.5772], [3.8768, 0.5809, 0.3634], [2.8350, 2.7816, 1.6783], [3.6040, 3.5896, 3.0594], [1.9803, 2.6677, 4.3983], [2.5745, 1.0372, 4.0513], [1.2517, 1.1701, 1.8500], [0.3312, 0.9050, 3.3475], [2.2243, -3.8796, 3.5626], [2.6259, -2.7957, 4.9386], [2.1444, -1.4384, 4.5664], [4.4022, -2.7999, 4.6654], [1.1411, -3.9695, 3.5207], [2.5972, -3.4383, 2.6383], [2.6691, -4.8600, 3.7326], [4.6105, -2.4422, 3.6565], [4.7889, -3.8090, 4.8072], [4.8472, -2.1293, 5.3977], [3.2287, -1.8231, -1.6751], [2.6892, -0.2993, -2.4595], [2.3084, 0.6341, -1.3532], [1.1809, -0.9687, -3.1427], [4.1562, -1.6185, -1.1426], [2.4623, -2.1561, -0.9750], [3.4024, -2.5749, -2.4449], [0.5592, -1.3528, -2.3333], [1.4509, -1.7614, -3.8440], [0.6588, -0.1661, -3.6609], [-4.0626, 1.7488, 3.9260], [-3.1260, 0.3288, 3.3523], [-3.8171, -0.1806, 2.1347], [-3.5974, -0.7523, 4.7010], [-3.9462, 2.5383, 3.1862], [-5.1116, 1.4693, 4.0253], [-3.6607, 2.0808, 4.8830], [-4.6839, -0.8294, 4.7313], [-3.2224, -0.3510, 5.6425], [-3.1529, -1.7291, 4.5190], [4.0814, -2.7607, -7.1061], [2.3378, -2.3567, -6.9564], [1.8814, -2.9232, -5.6555], [1.7663, -3.4851, -8.2295], [4.6162, -2.1868, -6.3525], [4.2224, -3.8274, -6.9333], [4.4322, -2.4782, -8.0984], [2.0710, -4.5002, -7.9763], [2.1811, -3.1819, -9.1904], [0.6812, -3.4190, -8.2615], [-0.3474, 2.8008, -1.8466], [-1.3316, 1.3563, -2.2429], [-1.7599, 1.5221, -3.6620], [-2.7411, 1.7756, -1.2148], [0.5775, 2.7263, -2.4153], [-0.8917, 3.7035, -2.1270], [-0.1282, 2.8117, -0.7816], [-3.1305, 2.7478, -1.5175], [-2.4300, 1.7865, -0.1696], [-3.4962, 1.0068, -1.3607], [0.5697, 4.4232, -6.1947], [0.6934, 2.7466, -6.8287], [1.5076, 2.8130, -8.0722], [-1.0270, 2.6041, -7.3156], [1.5608, 4.7230, -5.8612], [0.2281, 5.0859, -6.9897], [-0.1238, 4.4348, -5.3537], [-1.2652, 3.3909, -8.0314], [-1.6531, 2.6732, -6.4254], [-1.1562, 1.6278, -7.7771], [-7.7748, -2.6951, 4.3822], [-8.0295, -0.9647, 4.7872], [-6.8681, -0.5444, 5.6188], [-9.4007, -1.2249, 5.9177], [-6.9180, -2.7507, 3.7138], [-7.5741, -3.2541, 5.2959], [-8.6599, -3.0812, 3.8771], [-9.0846, -1.8873, 6.7231], [-10.2416, -1.6519, 5.3717], [-9.6799, -0.2549, 6.3228]],
  "forces_ev_per_angstrom": [[0.15, -0.04, -0.07], [-0.56, 0.02, 0.94], [-0.31, -0.10, -0.57], [0.95, -0.46, 0.02], [0.25, 0.28, -0.14], [-0.14, 0.16, -0.39], [0.20, -0.20, 0.28], [-0.04, 0.04, -0.11], [0.13, -0.22, -0.24], [0.10, 0.03, -0.25], [-0.64, 0.32, 0.22], [-0.06, 0.13, 0.03], [-0.07, 0.02, 0.02], [0.01, -0.13, 0.17], [0.04, 0.03, 0.13], [-0.17, -0.04, -0.08], [-0.04, 0.00, 0.00], [0.00, -0.03, -0.05], [0.03, 0.04, -0.01], [-0.02, 0.06, -0.03], [0.06, 0.00, -0.01], [-0.01, 0.02, 0.02], [0.00, 0.04, 0.01], [-0.01, 0.00, 0.01], [-0.03, 0.01, 0.00], [0.00, 0.00, 0.01], [-0.02, 0.01, 0.02], [0.05, -0.04, 0.03], [-0.04, -0.10, -0.10], [0.08, 0.08, 0.15], [0.01, -0.08, 0.03], [0.01, 0.01, -0.01], [-0.02, 0.03, 0.00], [-0.01, 0.00, -0.01], [0.02, 0.06, 0.03], [-0.07, 0.09, -0.06], [0.02, -0.02, -0.06], [-0.05, 0.05, 0.00], [0.11, 0.05, 0.02], [-0.04, -0.01, -0.07], [-0.07, -0.13, 0.08], [0.03, -0.01, -0.01], [0.01, -0.04, 0.01], [0.02, 0.01, -0.01], [-0.02, 0.03, 0.05], [0.02, 0.02, -0.01], [0.05, 0.03, -0.05], [0.05, -0.02, -0.03], [-0.01, 0.07, -0.02], [0.07, -0.09, 0.05], [0.00, -0.04, -0.05], [-0.02, 0.02, 0.01], [-0.04, 0.00, 0.01], [0.01, 0.02, 0.00], [0.00, 0.01, 0.03], [-0.01, 0.01, -0.01], [-0.01, 0.02, 0.02], [0.04, 0.07, -0.02], [-0.01, 0.10, 0.21], [-0.01, 0.03, -0.25], [-0.01, 0.04, 0.02], [0.03, -0.04, 0.06], [-0.09, -0.06, -0.05], [0.09, -0.05, 0.07], [0.02, 0.00, -0.02], [-0.01, -0.03, 0.01], [0.01, -0.02, 0.01], [-0.04, 0.05, 0.04], [0.06, -0.11, 0.14], [-0.04, 0.04, -0.06], [-0.08, 0.03, 0.02], [0.02, -0.02, -0.01], [0.01, -0.02, -0.02], [0.01, -0.01, 0.01], [0.03, 0.00, -0.01], [0.02, -0.05, 0.02], [0.02, -0.01, 0.00], [0.00, -0.06, 0.00], [-0.04, 0.05, -0.06], [0.05, 0.00, 0.01], [-0.04, -0.04, 0.03], [0.00, 0.03, -0.01], [0.01, 0.03, 0.02], [0.00, 0.00, -0.01], [0.03, 0.01, -0.01], [-0.01, 0.01, 0.00], [0.02, 0.02, -0.01]],
  "lowdin_charge": [-0.479, 0.661, -0.792, 0.757, -0.241, -0.316, -0.621, 0.797, 0.004, -0.010, -0.149, 0.087, 0.099, 0.102, 0.083, 0.040, 0.031, -0.267, 0.813, -0.559, -0.265, 0.050, 0.053, 0.053, 0.039, 0.054, 0.053, -0.266, 0.817, -0.588, -0.268, 0.033, 0.061, 0.055, 0.062, 0.018, 0.033, -0.265, 0.760, -0.563, -0.264, 0.040, 0.052, 0.057, 0.020, 0.059, 0.049, -0.267, 0.822, -0.566, -0.268, 0.049, 0.058, 0.055, 0.058, 0.055, 0.051, -0.264, 0.789, -0.566, -0.255, 0.042, 0.059, -0.001, 0.058, 0.036, 0.054, -0.269, 0.785, -0.565, -0.266, 0.048, 0.056, 0.048, 0.056, 0.047, 0.049, -0.267, 0.810, -0.562, -0.272, 0.051, 0.059, 0.054, 0.058, 0.053, 0.050],
  "multiplicity": 1,
  "total_energy_ev": -139579.0889,
  "gap_ev": 8.39,
  "max_force_ev_per_a": 1.1
}

---

Entry 2:
{
  "formula": "C17H53N14O9",
  "method": "the ωB97M-V functional and the def2-TZVPD basis",
  "species": ["C", "C", "C", "O", "H", "H", "H", "H", "H", "H", "H", "C", "C", "C", "O", "C", "N", "H", "H", "H", "H", "H", "H", "H", "H", "H", "H", "H", "C", "C", "C", "O", "C", "N", "H", "H", "H", "H", "H", "H", "H", "H", "H", "H", "H", "C", "O", "N", "N", "H", "H", "H", "H", "C", "O", "N", "N", "H", "H", "H", "H", "C", "O", "N", "N", "H", "H", "H", "H", "C", "O", "N", "N", "H", "H", "H", "H", "C", "O", "N", "N", "H", "H", "H", "H", "C", "O", "N", "N", "H", "H", "H", "H"],
  "positions_angstrom": [[0.9495, -0.5648, 0.3711], [1.5008, 0.1879, -0.8523], [2.9205, 0.7141, -0.5783], [1.4032, -0.4661, -2.0815], [1.6277, -1.3688, 0.6853], [-0.0750, -0.9070, 0.2346], [1.0841, 0.0735, 1.2502], [0.8764, 1.0937, -0.8992], [3.6185, -0.1240, -0.6492], [2.9352, 1.2579, 0.3683], [3.2264, 1.4179, -1.3540], [-0.6702, 3.5767, -1.8365], [-1.9998, 4.2640, -2.1458], [-2.9794, 4.2262, -0.9887], [-3.4013, 2.8872, -0.7523], [-4.4815, 2.4619, -1.5874], [-1.6695, 5.6698, -2.4962], [-0.2581, 4.0511, -0.9420], [0.0854, 3.7300, -2.6030], [-1.0210, 2.5663, -1.6241], [-2.4359, 3.7768, -3.0256], [-3.8071, 4.9259, -1.1383], [-2.5072, 4.4894, -0.0378], [-5.2522, 3.2255, -1.7148], [-4.9387, 1.6090, -1.0876], [-4.1103, 2.1780, -2.5728], [-2.4325, 6.2076, -2.8922], [-0.9968, 5.5475, -3.2458], [1.0415, -1.4410, 4.0799], [0.5092, -0.8028, 5.3854], [0.9993, 0.6474, 5.4722], [2.4136, 0.7199, 5.8039], [2.7936, 2.0716, 5.9466], [-0.9523, -0.9291, 5.3356], [0.7664, -2.4969, 4.0602], [2.1310, -1.3750, 3.9685], [0.7029, -0.9989, 3.1404], [0.8462, -1.3887, 6.2423], [0.3992, 1.1734, 6.2183], [0.9907, 1.1398, 4.4993], [1.9645, 2.5997, 6.4207], [3.0987, 2.5141, 4.9910], [3.7042, 2.1172, 6.5471], [-1.2790, -0.2481, 4.6516], [-1.2062, -1.8470, 4.9976], [-3.3286, -1.9474, 0.3329], [-4.4748, -1.5141, 0.2071], [-2.8303, -2.9529, -0.4373], [-2.4645, -1.4895, 1.2761], [-1.9706, -3.3166, -0.0560], [-3.4237, -3.5637, -0.9675], [-1.5550, -1.8816, 1.5162], [-2.6608, -0.5245, 1.5060], [0.0480, -4.2957, 1.2845], [-0.7529, -3.5422, 1.8885], [0.5340, -3.8778, 0.1022], [0.3209, -5.5563, 1.6932], [1.3097, -4.3735, -0.3159], [0.5468, -2.8680, 0.0542], [1.1358, -6.0310, 1.3492], [-0.0600, -5.7341, 2.6078], [-1.7540, 1.5721, 2.2365], [-1.4896, 1.2680, 3.4027], [-2.9867, 1.4366, 1.6779], [-0.9456, 2.3627, 1.4975], [-3.2722, 1.6612, 0.7322], [-3.6501, 0.9805, 2.2859], [-1.3459, 2.6496, 0.6230], [-0.0025, 2.5585, 1.7732], [2.7288, 1.6703, -4.9610], [2.8028, 2.4646, -5.9083], [3.7866, 1.4157, -4.1590], [1.5645, 1.1546, -4.5169], [4.7488, 1.5439, -4.4083], [3.6985, 0.9274, -3.2812], [1.6092, 0.4004, -3.8331], [0.7158, 1.3367, -5.0171], [-1.1728, -1.9509, -4.1826], [-2.1679, -2.3581, -4.7761], [0.0792, -1.8062, -4.7149], [-1.1743, -1.6195, -2.8735], [0.3888, -1.9626, -5.6556], [0.8324, -1.4881, -4.1284], [-2.0125, -1.5804, -2.3219], [-0.3186, -1.3297, -2.3919], [3.0843, -3.7677, -1.5778], [3.5806, -4.9112, -1.4944], [2.3195, -3.3250, -2.5847], [3.2418, -2.8775, -0.6003], [2.3931, -3.6576, -3.5316], [1.9401, -2.3788, -2.5887], [3.4745, -3.1207, 0.3460], [2.8145, -1.9628, -0.6736]],
  "forces_ev_per_angstrom": [[1.37, 0.18, 0.24], [-0.44, 0.57, -0.97], [-0.39, -0.20, -0.36], [0.36, -0.84, 0.56], [-0.31, -0.38, -0.32], [0.01, 0.10, 0.10], [-0.74, 0.28, -0.07], [-0.18, 0.27, 0.04], [0.23, 0.12, 0.48], [0.39, -0.24, 0.17], [-0.20, 0.07, -0.03], [-1.30, 0.42, 0.82], [0.53, 1.42, -0.76], [0.60, -0.53, 0.44], [-0.95, 0.33, -0.40], [0.25, -0.26, 0.11], [0.22, -0.38, 0.01], [-0.02, -0.17, 0.16], [-0.21, -0.64, -0.31], [1.11, -0.42, -0.19], [-0.24, -0.24, 0.17], [-0.22, -0.22, -0.12], [0.24, 0.41, -0.22], [0.12, 0.23, 0.16], [0.06, -0.15, -0.18], [-0.07, -0.14, -0.03], [-0.23, -0.26, 0.07], [0.12, 0.56, 0.00], [1.16, -0.32, 0.14], [0.21, -0.60, -1.82], [0.78, -0.36, -0.03], [-0.68, -0.46, 0.52], [0.36, -0.51, -0.05], [-0.05, 1.21, 0.61], [0.01, -0.03, -0.10], [0.10, -0.14, 0.41], [-0.66, 0.26, 0.40], [0.35, 0.22, 0.06], [0.04, 0.26, -0.03], [-1.00, 0.02, -0.10], [0.28, 0.49, -0.02], [-0.52, 0.14, -0.17], [-0.20, -0.09, 0.31], [-0.26, -0.21, 0.03], [0.08, -0.04, -0.07], [-0.84, -0.55, 0.16], [0.37, 0.36, -0.17], [0.74, -0.11, 0.20], [-0.07, 1.10, 0.24], [0.03, -0.44, -0.42], [-0.20, 0.12, 0.10], [-0.55, -0.20, -0.34], [0.19, -0.45, 0.25], [-1.64, 1.36, 0.20], [1.06, -1.32, 0.04], [0.56, -0.25, -0.14], [-0.21, 0.19, 0.32], [-0.22, 0.11, -0.09], [0.11, -0.17, -0.45], [0.00, -0.15, 0.16], [0.29, -0.38, -0.02], [-0.18, 2.01, 1.22], [-0.10, -0.68, -0.80], [-0.78, -1.05, 0.80], [-0.01, -0.22, -0.62], [0.43, 0.18, 0.20], [-0.11, 0.09, -0.20], [0.69, 0.21, -0.27], [-0.02, -0.06, -0.11], [-0.55, 2.06, -0.86], [0.12, -0.82, 0.11], [1.33, -0.90, 1.32], [0.19, -0.70, 0.18], [-0.26, 0.43, -0.66], [-0.53, -0.19, -0.21], [-0.50, 0.30, 0.50], [0.09, -0.02, -0.14], [-0.66, -0.38, 0.27], [0.47, 0.25, -0.32], [1.30, 0.07, -0.39], [0.24, 0.37, 1.00], [-0.88, -0.24, -0.19], [-0.30, 0.21, 0.30], [-0.25, -0.39, -0.38], [0.09, 0.29, -0.33], [1.15, -2.24, -0.19], [-0.69, 0.89, -0.27], [-0.85, 0.72, -1.67], [0.12, 2.06, 1.50], [0.24, -0.79, 0.35], [0.20, 0.30, 0.80], [0.27, -0.55, -0.25], [-0.01, -0.20, -0.43]],
  "lowdin_charge": [-0.078, -0.598, -0.065, -0.331, 0.054, 0.063, 0.061, 0.098, 0.063, 0.070, 0.054, -0.055, -0.435, -0.192, -0.250, -0.068, 0.026, 0.081, 0.081, 0.075, 0.132, 0.124, 0.128, 0.088, 0.091, 0.090, 0.063, 0.064, -0.073, -0.401, -0.184, -0.203, -0.131, 0.034, 0.062, 0.073, 0.048, 0.130, 0.121, 0.110, 0.081, 0.083, 0.080, 0.023, 0.061, -0.683, -0.014, 0.163, 0.163, 0.059, 0.109, 0.050, 0.042, -0.642, -0.039, 0.192, 0.174, 0.079, 0.063, 0.104, 0.108, -0.656, 0.009, 0.156, 0.192, 0.082, 0.120, 0.053, 0.111, -0.699, -0.028, 0.152, 0.163, 0.097, 0.066, 0.042, 0.103, -0.689, -0.011, 0.150, 0.161, 0.098, 0.038, 0.075, 0.051, -0.734, -0.029, 0.175, 0.158, 0.106, 0.051, 0.114, 0.046],
  "multiplicity": 1,
  "total_charge": -1,
  "total_energy_ev": -57784.4626,
  "gap_ev": 8.15,
  "max_force_ev_per_a": 2.6
}